Entry 1:
The following is a quantum chemistry calculation of a gas-phase ion, C6H13N6 (charge +1) in a non-equilibrium geometry, from the OMol25 dataset.

Structure (XYZ):
```
25
Properties=species:S:1:pos:R:3:forces:R:3:nbo_charge:R:1
H 1.7599 2.8389 -2.2426 -0.29 -0.40 -0.44 0.3936
N 1.2531 2.6663 -1.3914 0.40 1.17 1.28 -0.6788
C 0.3894 1.7794 -1.2165 1.19 0.26 -1.98 0.5401
N 0.0985 0.9018 -2.2670 -0.56 -1.00 0.64 -0.5199
N -0.8128 -0.2312 -2.5442 3.24 1.10 3.53 -0.2227
N -1.2793 -0.8181 -1.4184 -1.49 -0.15 0.08 -0.2968
C -1.0837 -0.8120 -0.1520 -1.19 -0.68 -0.37 0.3905
N -2.0861 -1.5064 0.6002 0.35 -0.54 0.81 -0.8177
C 0.0568 -0.3036 0.8013 2.07 -2.86 1.51 -0.2293
C 1.4556 -0.9239 0.3002 -0.62 3.62 -2.69 -0.5753
C -0.0100 -1.1174 2.1000 -2.52 -1.54 2.52 -0.6202
C 0.1125 1.1528 1.2127 -1.29 -1.22 -1.18 0.3258
N -0.0133 1.9523 0.2427 -0.01 -0.38 -1.64 -0.4135
H 0.7721 0.8457 -3.0196 0.42 0.67 0.60 0.4212
H -1.4254 0.2308 -3.1567 -2.29 -0.22 -0.32 0.3866
H -1.8396 -2.1018 1.4137 0.05 1.20 -1.05 0.3928
H -2.8162 -2.0263 0.1298 0.26 0.62 -0.85 0.4103
H 2.2751 -0.5567 0.8341 1.06 0.93 1.40 0.2248
H 1.7002 -0.5640 -0.7292 -0.41 -0.63 0.50 0.2188
H 1.5777 -1.9529 0.3606 -0.77 -1.97 0.00 0.2450
H 0.8303 -0.9950 2.7903 0.41 0.00 -0.72 0.2415
H -0.1487 -2.2825 1.8747 0.62 2.74 0.72 0.2392
H -0.8686 -0.7546 2.8130 1.09 -0.91 -1.50 0.2280
H 0.0609 1.6605 2.2085 0.30 -1.18 -0.60 0.2644
H 0.0415 2.9181 0.4557 -0.03 1.39 -0.22 0.4517
```
Positions in Å, forces in eV/Å.

As for the SMILES: [H]/N=C1NN/N=C(/N)C(C)(C)/C=[NH+]\1. The orbital gap comes out at 0.263 Eh. The HOMO energy comes out at -12.025 eV. As for the net charge: +1. The value obtained for the energy above the lowest of the compared OMol25 structures with the same formula, charge and spin is 91.3 kcal/mol. The value obtained for the molar mass is 169.212 Da.

---

Entry 2:
The following is a quantum chemistry calculation of 2 unconnected molecules or ions with the total composition C3H5F2NS in a non-equilibrium geometry, from the OMol25 dataset.

Structure (XYZ):
```
12
Properties=species:S:1:pos:R:3:forces:R:3:nbo_charge:R:1
C 0.0366 -0.3428 -0.9534 0.71 -0.25 -1.54 -0.0833
C -1.0154 0.4276 1.3243 -1.99 -0.88 -0.54 -0.7890
C -0.0692 0.5492 0.1949 0.21 -1.80 2.85 0.7848
N 1.0623 -0.0731 -1.8207 2.09 1.53 0.12 -0.7645
F 0.8075 1.4894 0.3013 -0.17 0.04 -0.43 -0.2514
F 1.0621 -1.5350 1.6535 -0.61 1.17 -0.78 -0.7749
S -1.0787 -1.5280 -1.2414 0.34 0.72 0.37 0.1020
H -1.9624 -0.1868 0.9995 1.83 1.36 0.43 0.2867
H -0.6072 -0.2094 2.1664 0.48 0.38 -1.00 0.3859
H -1.2786 1.4279 1.7184 0.16 -0.47 -0.25 0.2518
H 1.9407 0.5847 -1.6454 -2.94 -2.03 -0.09 0.4290
H 1.1023 -0.6038 -2.6973 -0.10 0.24 0.86 0.4229
```
Positions in Å, forces in eV/Å.

The orbital gap (spin up / spin down) comes out at 0.217 / 0.217 Eh. The HOMO energy (spin up / spin down) comes out at -8.986 / -8.988 eV. The value obtained for the energy above the lowest of the compared OMol25 structures with the same formula, charge and spin is 86.9 kcal/mol. The value obtained for the molar mass is 125.143 Da.

---

Entry 3:
The following is a quantum chemistry calculation of 9 unconnected molecules or ions with the total composition C16H54N4O9 in a non-equilibrium geometry, from the OMol25 dataset.

Structure (XYZ):
```
83
Properties=species:S:1:pos:R:3:forces:R:3:lowdin_charge:R:1
C -1.8008 -6.5944 -4.1123 -0.41 0.74 -0.36 -0.0799
O -1.2455 -5.2741 -4.0999 0.57 -0.21 0.50 -0.2003
C -1.9520 -4.3046 -4.8347 -2.10 -0.24 -0.98 -0.2292
C -1.8028 -2.8814 -4.3653 2.56 0.75 0.40 -0.4246
C -0.4298 -2.2310 -4.7266 -0.63 -1.37 -0.44 -0.0468
N -1.8038 -2.9673 -2.9364 -0.77 0.34 1.60 0.0320
H -1.2505 -7.2838 -3.4719 0.70 0.31 -0.44 0.0877
H -1.8682 -6.8879 -5.1598 0.10 -0.61 0.08 0.0874
H -2.7979 -6.6513 -3.6756 -0.39 0.54 -0.12 0.0841
H -1.8459 -4.3850 -5.9165 0.59 -0.22 -0.20 0.1264
H -3.0245 -4.4317 -4.6873 -0.38 -0.66 0.15 0.1194
H -2.6155 -2.2371 -4.7007 -0.22 -0.34 -0.39 0.1278
H -0.1633 -2.4082 -5.7686 -0.06 0.55 -0.21 0.0741
H 0.2603 -2.8473 -4.1503 0.34 0.35 -0.14 0.0596
H -0.3782 -1.1879 -4.4146 0.11 -0.07 -0.15 0.0723
H -1.0531 -2.4087 -2.5563 -0.16 0.24 0.26 0.0311
H -1.5351 -3.9074 -2.6833 -0.13 -0.11 0.20 0.0627
C -2.8231 1.1269 -1.9422 -0.62 -0.05 0.35 -0.0748
O -2.1582 1.9939 -0.9876 -1.39 0.08 -1.06 -0.2358
C -2.1795 3.3785 -1.4019 1.90 0.10 1.66 -0.1432
C -1.8433 4.2680 -0.0985 -1.70 -0.88 0.32 -0.3837
C -3.0855 4.3715 0.8297 1.04 -0.62 -1.28 -0.0504
N -1.4388 5.6273 -0.4521 0.22 -0.64 -0.92 0.0237
H -3.0541 0.1597 -1.4957 0.51 0.07 0.35 0.0916
H -2.3075 0.9320 -2.8827 0.63 0.31 0.15 0.0879
H -3.8071 1.5041 -2.2207 -0.05 0.49 0.11 0.0829
H -1.3399 3.4822 -2.0891 0.21 0.29 -0.24 0.1201
H -3.0648 3.6786 -1.9625 -0.47 -0.12 0.46 0.1212
H -1.0808 3.7352 0.4696 0.45 0.01 -0.33 0.1198
H -3.3726 3.3706 1.1516 -0.29 0.15 0.02 0.0653
H -3.7896 4.8151 0.1258 -0.74 0.13 0.75 0.0784
H -2.8378 4.9886 1.6934 -0.27 0.10 -0.08 0.0803
H -2.0088 6.3649 -0.0634 -0.31 -0.24 0.19 0.0859
H -1.5688 5.6525 -1.4534 0.35 0.75 -0.26 0.0804
C 4.5275 -0.6958 3.4175 -0.27 0.90 -0.88 -0.1158
O 3.4641 -1.3446 4.0040 0.31 -0.71 2.91 -0.2037
C 2.3391 -1.7787 3.3247 1.14 -1.02 -1.94 -0.1817
C 2.6213 -3.2153 2.8139 -1.35 -0.59 -0.04 -0.4513
C 1.4877 -3.8179 1.9702 1.17 0.04 -0.59 -0.0551
N 2.9294 -4.1305 3.8863 0.07 0.46 0.89 0.0310
H 4.0953 0.0054 2.7037 0.31 0.55 -0.20 0.0822
H 5.2518 -1.2870 2.8571 -0.05 -0.61 0.05 0.0830
H 5.0634 -0.1707 4.2082 -0.04 0.08 -0.09 0.0929
H 1.4577 -1.6563 3.9542 0.03 -0.07 -0.13 0.1286
H 2.3431 -1.2118 2.3937 -1.03 0.48 -0.15 0.1184
H 3.5537 -3.1317 2.2556 -0.18 0.36 -0.92 0.1292
H 1.5129 -3.2568 1.0360 -1.03 0.16 -0.07 0.0645
H 0.5360 -3.9798 2.4763 -0.07 0.88 0.02 0.0805
H 1.7242 -4.8342 1.6548 0.51 -0.16 0.08 0.0659
H 3.6746 -3.6088 4.3251 0.38 -0.45 0.94 0.0604
H 3.3562 -4.9468 3.4720 0.05 -0.24 0.07 0.0701
C 2.0037 2.7604 2.1849 -0.15 -0.06 -0.07 -0.1045
O 0.9986 1.8695 2.6534 -0.95 -1.05 0.05 -0.2063
C -0.0549 2.2527 3.5828 1.11 1.16 -0.30 -0.1685
C -0.9926 1.1316 3.9779 -0.34 -1.45 -1.38 -0.4099
C -2.0421 0.8880 2.8210 0.77 -1.32 1.13 -0.0386
N -1.6829 1.2568 5.2677 -0.20 1.34 0.04 0.0248
H 1.7459 3.7571 1.8269 -0.91 0.37 0.69 0.0739
H 2.3679 2.3676 1.2356 0.21 -0.73 0.25 0.0736
H 2.8087 2.8378 2.9157 0.12 0.06 0.01 0.0832
H 0.4199 2.5718 4.5106 0.06 0.69 0.07 0.1198
H -0.5976 3.0320 3.0475 -0.21 0.49 0.57 0.1167
H -0.3300 0.2891 4.1759 0.19 -0.52 -1.15 0.1203
H -2.4226 -0.1299 2.9056 -0.21 -0.16 0.29 0.0643
H -1.5900 0.8489 1.8299 0.10 0.72 0.02 0.0600
H -2.9207 1.5257 2.9187 0.35 0.38 -0.15 0.0695
H -1.0274 1.5744 5.9674 0.13 0.23 0.14 0.0611
H -1.9811 0.3526 5.6048 -0.11 -0.18 -0.31 0.0707
O 0.9643 -2.3194 -1.8385 -0.17 -0.29 0.65 -0.0639
H 1.1748 -3.1786 -2.2042 0.07 -0.27 0.03 0.0418
H 1.1864 -1.7013 -2.5347 0.41 0.62 -0.33 -0.0161
O 1.3334 5.9195 -0.4103 1.10 0.21 0.14 -0.0839
H 1.3083 5.1794 -1.0168 0.05 -0.24 -0.14 0.0034
H 0.4344 5.9990 -0.0913 -0.69 -0.08 -0.11 -0.0287
O 3.2276 3.1643 -1.6343 -0.31 -0.08 -0.10 -0.0451
H 3.6625 3.4336 -0.8253 0.07 0.09 0.26 0.0289
H 3.8107 3.4644 -2.3316 0.16 0.08 -0.18 0.0337
O 0.2824 0.8064 -0.8489 0.49 -0.22 0.14 -0.0302
H 0.3898 0.0667 -0.2510 0.23 -0.32 0.20 0.0583
H -0.5905 1.1476 -0.6542 -0.62 0.51 -0.12 0.0062
O 1.8992 0.0858 -2.8624 0.47 -0.48 -0.82 -0.0612
H 1.3138 0.4199 -2.1828 -0.51 0.42 0.70 -0.0273
H 2.0287 0.8274 -3.4535 0.12 0.08 -0.13 0.0415
```
Positions in Å, forces in eV/Å.

As for the SMILES: COC[C@H](C)N.COC[C@H](C)N.COC[C@H](C)N.COC[C@H](C)N.O.O.O.O.O. The orbital gap comes out at 0.336 Eh. The HOMO energy comes out at -8.642 eV. The value obtained for the energy above the lowest of the compared OMol25 structures with the same formula, charge and spin is 83.1 kcal/mol. The value obtained for the molar mass is 446.627 Da.

---

Entry 4:
The following is a quantum chemistry calculation of a single C22H25N3O2S molecule, from the OMol25 dataset.

Structure (XYZ):
```
53
Properties=species:S:1:pos:R:3:forces:R:3:nbo_charge:R:1
C 7.9047 0.9103 -1.6280 0.07 -0.01 -0.19 -0.2514
O 7.3676 0.9979 -0.3312 -0.16 -0.01 0.28 -0.4933
C 6.0948 0.5525 -0.1262 -0.10 0.00 0.12 0.2908
C 5.6188 0.6480 1.1825 0.18 0.06 -0.20 -0.2479
C 4.3508 0.2159 1.4962 -0.09 -0.11 -0.16 -0.2103
C 3.5174 -0.3275 0.5168 0.53 0.12 -0.27 0.1016
N 2.2280 -0.7083 0.9118 -0.73 0.04 0.65 -0.6015
C 1.4075 -1.6709 0.4112 0.10 -0.25 0.09 0.3146
S 1.8582 -2.6487 -0.8501 0.24 -0.39 -0.59 -0.2675
N 0.2134 -1.8388 1.0381 0.20 0.12 0.11 -0.4158
C -0.8210 -2.6862 0.4568 -0.16 -0.26 -0.21 -0.2445
C -1.9874 -1.8574 -0.0018 -0.17 -0.19 0.10 -0.1232
C -1.8153 -0.9147 -1.0087 -0.12 -0.11 0.04 -0.1805
C -2.8383 -0.0718 -1.3819 0.01 0.03 -0.12 -0.2334
C -4.0950 -0.1437 -0.7629 0.06 -0.23 0.12 0.1793
N -5.1078 0.7149 -1.1065 -0.22 0.23 -0.05 -0.4218
C -4.9989 1.5582 -2.2695 0.16 0.03 0.00 -0.3999
C -6.3070 0.7985 -0.3129 -0.01 -0.15 0.03 -0.3993
C -4.2718 -1.1208 0.2254 -0.25 0.11 -0.03 -0.3115
C -3.2331 -1.9481 0.6005 0.27 -0.06 -0.18 -0.1225
C -0.2519 -1.0024 2.1298 -0.07 0.27 0.08 -0.2726
C -0.7780 0.3293 1.6794 0.70 0.30 -0.27 0.2728
C -0.2448 1.3329 0.9229 -0.08 -0.41 0.40 -0.3155
C -1.2603 2.3117 0.7943 -0.47 -0.04 0.28 -0.3111
C -2.3296 1.8324 1.4816 0.22 0.73 -0.45 0.0935
O -2.0475 0.6373 2.0213 -0.07 -0.36 0.29 -0.4033
C 3.9808 -0.3935 -0.7897 -0.17 0.05 0.09 -0.1460
C 5.2584 0.0346 -1.1069 0.37 0.16 0.03 -0.3132
H 7.3395 1.5208 -2.3400 0.01 -0.04 0.02 0.1744
H 8.9208 1.2947 -1.5529 -0.07 -0.04 -0.06 0.1993
H 7.9349 -0.1253 -1.9817 -0.01 0.04 0.00 0.1768
H 6.2666 1.0631 1.9380 0.07 0.05 0.10 0.2249
H 3.9977 0.2965 2.5155 -0.02 -0.02 0.11 0.2049
H 1.9583 -0.3005 1.7956 -0.04 0.01 -0.17 0.3934
H -0.3679 -3.2201 -0.3818 -0.11 0.04 0.28 0.2660
H -1.1371 -3.4161 1.2097 0.00 0.03 -0.05 0.1957
H -0.8540 -0.8317 -1.4950 0.14 0.03 -0.05 0.2218
H -2.6478 0.6622 -2.1474 -0.01 0.10 -0.08 0.2078
H -5.9835 1.9400 -2.5321 0.02 0.00 0.00 0.2053
H -4.6213 0.9900 -3.1222 0.00 0.06 -0.04 0.2019
H -4.3318 2.4113 -2.0946 0.01 0.02 -0.11 0.1859
H -6.0622 0.8086 0.7515 -0.06 -0.01 0.03 0.1986
H -6.8300 1.7245 -0.5448 0.01 -0.02 0.00 0.2047
H -6.9878 -0.0398 -0.5057 -0.05 0.02 0.09 0.1870
H -5.2271 -1.2419 0.7095 -0.12 0.03 0.04 0.2110
H -3.4014 -2.6830 1.3763 0.00 -0.06 0.10 0.1973
H -1.0809 -1.5285 2.6104 0.15 0.04 0.05 0.2434
H 0.5359 -0.8860 2.8853 -0.16 -0.07 -0.04 0.2077
H 0.7353 1.3768 0.4941 0.21 -0.09 -0.08 0.2358
H -1.1933 3.2383 0.2626 -0.07 0.22 -0.10 0.2281
H -3.3083 2.2315 1.6579 -0.18 -0.04 0.07 0.2031
H 3.3499 -0.7859 -1.5682 0.00 0.03 0.02 0.2393
H 5.5826 -0.0406 -2.1324 0.06 0.01 -0.09 0.2193
```
Positions in Å, forces in eV/Å.

As for the SMILES: COc1ccc(NC(=S)N(Cc2ccc(N(C)C)cc2)Cc2ccco2)cc1. The orbital gap comes out at 0.294 Eh. The HOMO energy comes out at -7.333 eV. The value obtained for the energy above the lowest of the compared OMol25 structures with the same formula, charge and spin is 39.7 kcal/mol. The value obtained for the molar mass is 395.528 Da.

---

Number 1: electronic energy -564.5141 Ha. Number 2: electronic energy -769.8368 Ha. Number 3: electronic energy -1538.0181 Ha. Number 4: electronic energy -1566.2279 Ha.